Entry 1:
C38H43Br4CsN8O5P2S as an isolated structure, computed with ωB97M-V/def2-TZVPD.

ORCA input file:
```
! wB97M-V def2-TZVPD RIJCOSX def2/J DEFGRID3
* xyz -2 1
Cs 0.72980 -1.34470 0.92447
N 2.68770 -0.10690 -2.43029
C 3.88771 0.48491 -2.75205
C 4.73594 -0.13706 -3.67404
C 5.91148 0.46118 -4.09866
C 6.26800 1.70479 -3.60412
C 5.43356 2.31659 -2.67260
C 4.24783 1.74523 -2.22368
C 3.45859 2.44575 -1.16029
C 3.29312 3.82901 -1.29162
C 2.74999 4.57804 -0.25540
C 2.38853 3.92643 0.91678
C 2.50311 2.54018 0.99666
C 3.00855 1.71511 -0.03083
H 2.64766 -1.10961 -2.50398
H 2.23152 0.27073 -1.60140
H 4.45159 -1.11100 -4.06009
H 6.55123 -0.05463 -4.80655
H 7.19146 2.18146 -3.91166
H 5.72860 3.26504 -2.23797
H 3.59277 4.32776 -2.21125
H 2.63089 5.65320 -0.35809
H 1.98975 4.49617 1.75520
H 2.14729 2.07313 1.91633
N -1.43136 1.77636 -3.52162
C -1.23696 3.16381 -3.51019
C -1.64194 3.94639 -4.57739
C -1.45225 5.32644 -4.55229
C -0.81875 5.91424 -3.47270
C -0.38558 5.12067 -2.41163
C -0.62131 3.75726 -2.40514
S -0.13911 2.77830 -1.01548
N -0.08916 1.22966 -1.65462
C -0.67649 0.91492 -2.72886
C -0.53583 -0.49878 -3.22203
C -0.66768 -0.84108 -4.56230
C -0.45737 -2.16314 -4.93169
C -0.12784 -3.09062 -3.96156
C -0.01393 -2.65406 -2.64297
N -0.21370 -1.39232 -2.29025
H -1.84838 1.38516 -4.34672
H -2.11317 3.47274 -5.43239
H -1.78626 5.92799 -5.38828
H -0.64282 6.98214 -3.45415
H 0.14756 5.55776 -1.57558
H -0.87016 -0.09663 -5.32232
H -0.53216 -2.45377 -5.97273
H 0.05861 -4.12802 -4.20481
H 0.27076 -3.33389 -1.83853
Br 5.83369 -6.88820 2.11837
C 4.29470 -5.95074 1.50690
C 3.44481 -6.52949 0.59260
Br 3.77681 -8.26824 -0.10076
C 2.31076 -5.79905 0.17703
Br 1.07337 -6.54535 -1.07706
C 1.98883 -4.51319 0.62403
O 0.93419 -3.88501 0.24291
C 2.91089 -3.87800 1.58313
O 2.67179 -2.70908 2.01965
C 4.01884 -4.65509 1.98448
Br 5.14441 -3.83097 3.27982
C -2.57622 -3.48848 3.15427
N -2.72544 -2.98065 1.79953
C -2.12510 -3.83769 0.76734
P -2.96223 -1.38883 1.48959
O -2.42022 -0.93993 0.20359
O -2.39423 -0.67220 2.81455
P -1.50497 0.65601 3.06255
O -0.36636 0.81685 2.15718
N -1.06032 0.43395 4.62604
C -2.02688 0.20948 5.67637
C 0.27920 0.80722 5.06002
N -2.64690 1.87593 3.04102
C -2.17338 3.08981 3.71025
C -3.16357 2.20266 1.70271
N -4.58160 -1.00090 1.62121
C -5.39297 -1.31324 0.45530
C -5.29099 -1.16491 2.87207
H -2.99233 -4.49746 3.20709
H -3.10619 -2.86171 3.86943
H -1.52234 -3.53816 3.44740
H -2.66208 -4.78989 0.74957
H -1.06286 -4.02026 0.94088
H -2.21941 -3.36074 -0.20516
H -2.95186 -0.18543 5.26075
H -2.26059 1.13104 6.22515
H -1.63176 -0.52005 6.38839
H 0.91453 0.96521 4.19222
H 0.70953 0.00388 5.66228
H 0.25849 1.72423 5.66127
H -1.85721 2.86308 4.72847
H -2.99861 3.80267 3.75777
H -1.33904 3.55861 3.17573
H -3.42316 1.30404 1.15329
H -2.42311 2.75191 1.11350
H -4.06471 2.80921 1.81772
H -4.78830 -1.22357 -0.44453
H -6.22353 -0.60478 0.38872
H -5.80864 -2.32891 0.50768
H -4.66076 -0.86268 3.70587
H -5.62169 -2.20144 3.03156
H -6.17670 -0.52378 2.87166
*
```

- LUMO level (hartree) = 0.113
- frontier orbital gap (eV) = 3.99
- HOMO level (eV) = -0.9218

---

Entry 2:
A 6-piece molecular cluster, C38H43BrF5NO2P overall, computed with ωB97M-V/def2-TZVPD.

ORCA input file:
```
! wB97M-V def2-TZVPD RIJCOSX def2/J DEFGRID3
* xyz -1 1
C -4.78164 -5.33196 -1.45541
O -4.22289 -5.10462 -2.73973
C -3.48098 -6.20742 -3.24425
C -1.96053 -5.76886 -3.30575
C -1.29433 -6.27278 -1.98702
C 0.17217 -5.79295 -1.76995
C 0.89603 -6.58364 -0.62883
C -0.02252 -7.02690 0.54815
C -0.58463 -5.85049 1.40977
N 0.40547 -4.74757 1.56907
P -0.54779 -3.37804 1.80929
O 0.42641 -2.19460 2.58109
Br -1.02542 -2.46794 -0.28182
H -4.81222 -6.39460 -1.14070
H -5.84614 -4.98649 -1.49915
H -4.30161 -4.73306 -0.64764
H -3.50614 -7.11571 -2.60690
H -3.84289 -6.52403 -4.25327
H -1.46889 -6.15513 -4.22884
H -1.87880 -4.65933 -3.35478
H -1.27224 -7.39355 -2.00694
H -1.95417 -6.01458 -1.12755
H 0.20055 -4.68948 -1.62173
H 0.72186 -5.96924 -2.72971
H 1.67076 -5.89933 -0.21277
H 1.46109 -7.47352 -0.99945
H 0.61167 -7.65148 1.22527
H -0.87114 -7.68174 0.24831
H -0.79948 -6.22267 2.44774
H -1.55902 -5.46926 0.99291
H 0.93861 -1.78347 1.86997
F 0.46361 4.64643 -1.35856
C 0.14567 3.43444 -0.84403
C -0.33290 2.44511 -1.68522
C -0.65329 1.20056 -1.15646
C -0.50211 0.96359 0.20531
C -0.02511 1.96833 1.03969
C 0.30704 3.21089 0.51098
H -0.45218 2.64939 -2.73717
H -1.02113 0.41453 -1.80456
H -0.75733 -0.00780 0.61380
H 0.08871 1.78439 2.10024
H 0.68862 4.00262 1.14301
F -7.70376 1.54556 1.41189
C -6.52143 0.97425 1.09573
C -6.49592 -0.34621 0.68374
C -5.27922 -0.93148 0.35408
C -4.10423 -0.19475 0.44973
C -4.14493 1.12962 0.86963
C -5.36124 1.72133 1.19015
H -7.42061 -0.90678 0.62305
H -5.24647 -1.96200 0.02332
H -3.15700 -0.65521 0.19601
H -3.22838 1.70173 0.94744
H -5.41304 2.75444 1.51101
F 2.20846 2.97772 2.83753
C 3.29839 2.20855 2.64052
C 3.76757 2.01983 1.35315
C 4.89223 1.23080 1.15137
C 5.52612 0.63354 2.23548
C 5.03966 0.82891 3.52247
C 3.92136 1.62578 3.72900
H 3.25436 2.48609 0.52125
H 5.27337 1.08041 0.14947
H 6.40026 0.01440 2.07542
H 5.53062 0.35985 4.36553
H 3.53238 1.79558 4.72528
F 1.96794 4.99582 7.13716
C 2.23199 5.84136 6.12566
C 2.33855 5.34569 4.83838
C 2.60661 6.22071 3.79438
C 2.77491 7.57747 4.05003
C 2.66972 8.06064 5.34903
C 2.39124 7.18925 6.39445
H 2.21265 4.28766 4.65912
H 2.68476 5.84461 2.78198
H 2.98807 8.25798 3.23461
H 2.80468 9.11641 5.54821
H 2.29721 7.54841 7.41154
F 0.86879 1.83421 -4.30078
C 1.51773 2.77017 -5.01399
C 2.29496 2.37937 -6.09022
C 2.96273 3.34534 -6.83164
C 2.85444 4.68712 -6.48314
C 2.07408 5.06450 -5.39659
C 1.39622 4.10249 -4.65896
H 2.37330 1.32912 -6.34106
H 3.56780 3.05221 -7.68029
H 3.37959 5.43880 -7.06010
H 1.99342 6.10891 -5.12290
H 0.77850 4.37974 -3.81514
*
```

- LUMO level (hartree) = 0.081
- frontier orbital gap (eV) = 5.80
- HOMO level (eV) = -3.5855

---

Entry 3:
C38H44IrOP2 as an isolated structure, computed with ωB97M-V/def2-TZVPD.

ORCA input file:
```
! wB97M-V def2-TZVPD RIJCOSX def2/J DEFGRID3
* xyz 2 6
Ir -0.42396 -0.71187 -3.17943
C -2.35886 -0.03901 -1.08012
C -2.55749 -0.33048 -2.43441
C -3.16656 0.72796 -3.34225
C -2.16118 1.82721 -3.63703
C -0.71866 1.32632 -3.56812
C -0.02936 1.48270 -2.33094
C -0.69352 2.01225 -1.08706
C -1.90701 1.21896 -0.49127
C 1.53165 -0.51372 -3.62866
H -2.64977 -0.80649 -0.35372
H -2.91763 -1.34840 -2.65934
H -4.08248 1.12494 -2.87627
H -3.46266 0.25827 -4.28771
H -2.34022 2.26447 -4.62995
H -2.29651 2.64748 -2.91554
H -0.12891 1.52158 -4.47332
H 1.06686 1.63813 -2.34942
H -1.03070 3.05401 -1.27394
H 0.10213 2.11863 -0.31594
H -1.63425 0.99047 0.55243
H -2.73478 1.95653 -0.38374
H 2.14493 -0.00832 -2.87558
H 1.54022 0.07775 -4.55652
H 1.99782 -1.47998 -3.85558
P -0.41570 -1.29891 -7.72024
P 0.87327 0.80574 -7.84175
C -1.55854 0.02907 -8.17716
C -0.86810 1.22134 -8.14274
C -0.42736 -2.56378 -9.04348
C -1.50759 -2.58787 -9.94296
C -1.60194 -3.59100 -10.90696
C -0.60457 -4.56412 -11.00026
C 0.49314 -4.52308 -10.13691
C 0.58291 -3.54099 -9.14986
C -0.94581 -2.18409 -6.23383
C 0.01220 -2.20984 -5.21175
C -0.39410 -2.59987 -3.88732
C -1.60207 -3.43688 -3.81784
C -2.46460 -3.52214 -4.88445
C -2.19283 -2.80130 -6.06854
C 1.79879 0.80763 -9.44779
C 1.63282 -0.20241 -10.41674
C 2.37809 -0.21925 -11.59973
C 3.31024 0.79120 -11.86833
C 3.43368 1.84371 -10.94935
C 2.66191 1.86578 -9.78181
C 1.60718 2.10268 -6.81594
C 2.88480 1.91196 -6.24245
C 3.40546 2.87630 -5.38173
C 2.66742 4.02935 -5.08461
C 1.43162 4.25036 -5.70338
C 0.90771 3.30013 -6.58014
H -2.60625 -0.14054 -8.40685
H -1.25324 2.23807 -8.19766
H -2.27266 -1.81727 -9.85035
H -2.45399 -3.61751 -11.58336
H -0.68114 -5.35296 -11.74798
H 1.28321 -5.26896 -10.22895
H 1.41830 -3.52832 -8.45138
H 1.04440 -1.94092 -5.45780
H 0.38464 -2.89577 -3.15927
H -1.69781 -4.03484 -2.91838
H -3.36814 -4.15072 -4.87136
H -2.92190 -2.77339 -6.88013
H 0.88519 -0.97280 -10.24694
H 2.22670 -1.02004 -12.32860
H 3.91262 0.76992 -12.77934
H 4.12795 2.65989 -11.15262
H 2.69563 2.72796 -9.11353
H 3.44122 1.00829 -6.49128
H 4.39436 2.73328 -4.94581
H 3.06509 4.76836 -4.38815
H 0.87532 5.16908 -5.51004
H -0.03802 3.46563 -7.09294
C 0.28662 -1.20394 0.99710
C 0.82307 -1.05298 -0.42030
C 1.99898 -1.97787 -0.71012
O -0.24971 -1.41370 -1.30408
H 0.22347 -2.26744 1.29672
H -0.72974 -0.79021 1.05384
H 0.96061 -0.66971 1.68029
H 1.12120 0.01411 -0.52646
H 1.70221 -2.98319 -0.36367
H 2.20232 -2.04226 -1.79086
H 2.91565 -1.67035 -0.18125
*
```

- expectation value of S² = 8.78
- LUMO level (alpha / beta) (hartree) = -0.233 / -0.282
- frontier orbital gap (alpha / beta) (eV) = 5.01 / 6.33
- HOMO level (alpha / beta) (eV) = -11.3550 / -14.0123

---

Entry 4:
C38H45CoNP4S as an isolated structure, computed with ωB97M-V/def2-TZVPD.

ORCA input file:
```
! wB97M-V def2-TZVPD RIJCOSX def2/J DEFGRID3
* xyz 2 2
Co -0.76909 -0.12440 -0.36909
C -1.05670 -3.48427 0.58278
P -0.68524 -2.33760 -0.77032
C -1.74396 -2.92362 -2.12528
C 1.00286 -2.74328 -1.29819
C 1.42210 -4.05396 -1.51400
C 2.71091 -4.30433 -1.95458
C 3.58728 -3.24964 -2.18634
C 3.17760 -1.94378 -1.97557
C 1.88416 -1.68406 -1.52639
P 1.25913 -0.00026 -1.24840
C 2.60990 0.85003 -0.38606
C 1.22322 0.78390 -2.89062
H -0.93583 -4.52050 0.26612
H -2.08839 -3.33205 0.90157
H -0.38610 -3.28912 1.42011
H -1.54153 -3.97296 -2.34212
H -1.55295 -2.33677 -3.02397
H -2.79142 -2.81334 -1.84338
H 0.74836 -4.88472 -1.34188
H 3.03519 -5.32263 -2.12110
H 4.59197 -3.44931 -2.53360
H 3.87248 -1.13400 -2.16303
H 3.50878 0.82813 -1.00335
H 2.81623 0.36779 0.56637
H 2.34924 1.88828 -0.19405
H 2.20918 0.75747 -3.35609
H 0.90225 1.82167 -2.79239
H 0.51979 0.25573 -3.53536
C -2.88523 7.04694 3.28424
S -3.33489 5.98660 1.89625
C -2.62950 4.42003 2.44597
C -1.10878 4.38650 2.46142
C -0.50735 3.00542 2.69276
N -0.93254 1.94566 1.74509
P -0.81942 0.24460 1.99834
C -2.15094 -0.16527 3.15468
C -2.97809 0.78665 3.73995
C -3.95180 0.39909 4.65007
C -4.10268 -0.93941 4.98195
C -3.27141 -1.89340 4.40890
C -2.29630 -1.50686 3.50447
C 0.66256 -0.18081 2.92758
C 1.58191 -1.04600 2.33751
C 2.69878 -1.47140 3.04338
C 2.90004 -1.02626 4.34133
C 1.97609 -0.17989 4.94420
C 0.85023 0.22799 4.24962
P -1.12657 1.96330 0.07721
C -0.89314 3.56298 -0.66882
C -2.01345 4.30795 -1.03950
C -1.84743 5.57636 -1.57632
C -0.57446 6.09734 -1.74631
C 0.54483 5.35613 -1.37848
C 0.38878 4.09174 -0.84215
C -2.77340 1.34136 -0.36368
C -3.89044 1.25616 0.47155
C -5.00923 0.55981 0.05514
C -5.02884 -0.07724 -1.18515
C -3.92582 -0.01712 -2.01716
C -2.79172 0.68077 -1.60581
H -3.35365 8.01183 3.10194
H -1.80942 7.19374 3.35389
H -3.27494 6.64380 4.21793
H -3.02125 3.68492 1.73797
H -3.03629 4.17319 3.43122
H -0.73472 5.01113 3.27641
H -0.73257 4.83288 1.54264
H -0.78279 2.65772 3.69051
H 0.58342 3.07772 2.67669
H -2.87718 1.83393 3.48377
H -4.59070 1.14521 5.10376
H -4.86180 -1.23905 5.69162
H -3.37754 -2.93644 4.67490
H -1.63064 -2.25464 3.08824
H 1.41574 -1.40101 1.32742
H 3.40343 -2.15307 2.58493
H 3.76893 -1.35524 4.89543
H 2.12465 0.14438 5.96530
H 0.10749 0.83860 4.74823
H -3.01090 3.91047 -0.90068
H -2.71675 6.15729 -1.85180
H -0.44811 7.08658 -2.16509
H 1.53634 5.76790 -1.50949
H 1.26500 3.53558 -0.53989
H -3.88656 1.73551 1.43980
H -5.87866 0.51389 0.69744
H -5.91442 -0.61256 -1.50004
H -3.94639 -0.49099 -2.98958
H -1.95715 0.80184 -2.29941
*
```

- expectation value of S² = 0.79
- LUMO level (alpha / beta) (hartree) = -0.215 / -0.199
- frontier orbital gap (alpha / beta) (eV) = 6.82 / 7.27
- HOMO level (alpha / beta) (eV) = -12.6834 / -12.6835

---

Entry 5:
C38H45MnN8O2S2 as an isolated structure, computed with ωB97M-V/def2-TZVPD.

ORCA input file:
```
! wB97M-V def2-TZVPD RIJCOSX def2/J DEFGRID3
* xyz 1 6
Mn 0.96530 0.55791 -0.42195
C 4.50006 -1.39181 1.37170
C 3.56056 -0.66798 0.51752
N 2.36671 -1.02671 0.28475
N 1.82440 -2.22998 0.61214
C 0.59066 -2.24177 0.21521
O -0.08250 -1.27659 -0.36935
C -0.11795 -3.54945 0.39583
C 0.62432 -4.73827 0.26538
C -0.04789 -5.94672 0.32130
C -1.47469 -5.99834 0.37301
C -2.18448 -4.83693 0.55243
C -1.52202 -3.61529 0.54953
C 3.93686 0.62082 -0.16780
C 5.27724 0.99918 -0.39143
C 5.56282 2.00839 -1.29129
C 4.53341 2.69091 -1.88952
C 3.21353 2.36240 -1.53976
N 2.96680 1.36784 -0.68584
H 3.96140 -2.17708 1.95749
H 5.08193 -0.66639 2.05514
H 5.25912 -1.87740 0.82149
H 1.67946 -4.73864 0.17842
H 0.48637 -6.83996 0.06247
H -1.97449 -6.92342 0.18507
H -3.27375 -4.82603 0.64233
H -2.06759 -2.70721 0.61895
H 6.04798 0.43809 0.04947
H 6.56316 2.26676 -1.59354
H 4.72768 3.41442 -2.63448
H 2.34801 2.91137 -1.97923
C 3.04053 1.75286 2.99646
C 2.11684 0.62860 3.50204
C 2.66231 -0.17734 4.49857
C 2.01152 -1.29105 4.97765
C 0.70931 -1.48534 4.52726
C 0.08640 -0.68583 3.57776
C -1.27865 -1.12745 3.06452
C 0.86083 0.34375 2.95356
N 0.42988 1.09384 1.85707
C -0.25929 2.17860 2.00608
C -0.68102 2.69166 3.31635
C -0.61811 2.90540 0.74415
C -1.54861 4.06267 0.84320
N -0.08919 2.55310 -0.38270
C -0.45097 3.12385 -1.66955
C -1.41089 2.58055 -2.47038
C -2.13042 1.30926 -2.17008
C -1.77023 3.29373 -3.59322
C -1.26260 4.51560 -3.95944
C -0.25848 5.00172 -3.13085
C 0.15101 4.41835 -1.96942
C 1.07708 5.10638 -1.01569
H 2.84498 2.16974 1.99897
H 4.04982 1.36227 2.95801
H 3.01644 2.55093 3.72274
H 3.68758 0.09936 4.80210
H 2.48929 -2.00385 5.65982
H 0.08857 -2.26262 4.94427
H -1.30443 -2.21700 3.09134
H -1.41578 -0.75309 2.03575
H -2.05481 -0.69946 3.65062
H -0.26768 2.17265 4.17491
H -1.77468 2.60974 3.33576
H -0.56275 3.77678 3.40763
H -2.48089 3.81348 1.31993
H -1.79531 4.50704 -0.12889
H -1.13244 4.86544 1.42508
H -3.01006 1.43429 -1.54782
H -1.46994 0.52502 -1.68799
H -2.40418 0.89086 -3.11482
H -2.60331 2.83181 -4.14655
H -1.67008 5.07494 -4.77951
H 0.12244 5.97153 -3.35394
H 1.73787 5.82080 -1.50662
H 1.66644 4.43881 -0.44787
H 0.44083 5.68496 -0.33792
S -3.88901 -1.55725 -1.41137
C -5.22431 -2.54145 -1.30922
N -5.15088 -3.87454 -1.40027
C -6.37250 -4.65502 -1.47833
C -7.44287 -3.74946 -0.83816
S -6.85691 -2.04520 -0.92286
H -4.24165 -4.20376 -1.69913
H -6.30410 -5.58860 -0.89332
H -6.67255 -4.92101 -2.49372
H -7.56802 -4.05425 0.20296
H -8.43900 -3.73592 -1.31536
N 1.08568 -1.66313 -2.96654
C 0.99677 -0.39393 -3.33883
N 1.01983 -0.11506 -4.65875
O 0.86711 0.57952 -2.56064
H 0.94369 -2.41452 -3.61655
H 0.72840 -1.84756 -2.02243
H 0.86785 -0.82453 -5.35723
H 0.73491 0.78619 -4.96398
*
```

- expectation value of S² = 8.75
- LUMO level (alpha / beta) (hartree) = -0.105 / -0.109
- frontier orbital gap (alpha / beta) (eV) = 7.27 / 7.17
- HOMO level (alpha / beta) (eV) = -10.1277 / -10.1415